{"formula": "C28H27BDyF4N3O3Se", "method": "the ωB97M-V functional and the def2-TZVPD basis", "max_force_ev_per_a": 3.4, "e_lumo_ev": [0.4153, 0.4188], "relative_energy_ev": 0.000, "homo_lumo_gap_ev": [8.23, 8.22], "multiplicity": 6, "total_energy_ev": -141069.6585, "species": ["Dy", "C", "O", "C", "C", "C", "C", "C", "C", "N", "C", "N", "C", "C", "C", "C", "C", "C", "O", "C", "N", "C", "C", "C", "C", "C", "C", "O", "C", "H", "H", "H", "H", "H", "H", "H", "H", "H", "H", "H", "H", "H", "H", "H", "H", "H", "H", "H", "H", "H", "H", "Se", "C", "C", "C", "C", "C", "C", "H", "H", "H", "H", "H", "F", "B", "F", "F", "F"], "xyz": [[-1.121, -0.057, -1.891], [1.636, 1.998, 3.283], [1.575, 0.619, 3.685], [2.673, -0.163, 3.439], [3.179, -0.827, 4.523], [4.298, -1.605, 4.437], [4.933, -1.629, 3.211], [4.420, -0.924, 2.107], [3.243, -0.228, 2.172], [2.551, 0.250, 1.035], [1.295, -0.155, 0.565], [0.530, -0.911, 1.333], [-0.717, -1.538, 1.020], [-1.231, -1.670, -0.273], [-2.281, -2.628, -0.416], [-2.878, -3.280, 0.651], [-2.466, -3.023, 1.956], [-1.302, -2.244, 2.092], [-0.692, -2.120, 3.338], [-1.497, -2.374, 4.511], [0.894, 0.245, -0.658], [1.767, 1.204, -1.269], [2.608, 0.823, -2.307], [3.375, 1.795, -3.014], [3.309, 3.083, -2.611], [2.484, 3.540, -1.641], [1.704, 2.571, -1.013], [0.840, 2.893, 0.021], [0.560, 4.305, 0.149], [1.366, 2.098, 2.256], [2.676, 2.382, 3.530], [0.907, 2.496, 3.873], [2.739, -0.657, 5.511], [4.667, -2.170, 5.295], [5.864, -2.160, 3.092], [4.878, -1.009, 1.142], [3.134, 0.570, 0.286], [0.911, -1.052, 2.213], [-2.760, -2.772, -1.369], [-3.727, -3.916, 0.484], [-2.855, -3.504, 2.826], [-0.818, -2.151, 5.352], [-1.776, -3.441, 4.442], [-2.390, -1.768, 4.435], [2.590, -0.198, -2.657], [3.937, 1.455, -3.921], [3.837, 3.795, -3.267], [2.429, 4.606, -1.433], [-0.299, 4.276, 0.844], [0.289, 4.757, -0.813], [1.491, 4.748, 0.550], [-2.785, 2.158, -1.626], [-3.962, 0.898, -2.565], [-4.473, -0.246, -1.963], [-5.319, -1.131, -2.609], [-5.783, -0.778, -3.903], [-5.365, 0.394, -4.504], [-4.410, 1.184, -3.872], [-4.183, -0.465, -0.955], [-5.748, -1.957, -2.113], [-6.508, -1.403, -4.324], [-5.666, 0.627, -5.551], [-4.101, 2.091, -4.361], [-1.475, -1.425, -3.605], [-0.456, -1.159, -4.648], [-1.145, -0.736, -5.728], [0.244, -0.121, -4.011], [0.356, -2.266, -4.766]], "lowdin_spin": [5.055, 0.000, 0.000, 0.000, 0.000, 0.000, 0.000, 0.000, 0.000, 0.000, 0.000, 0.000, 0.002, -0.001, 0.001, 0.000, 0.000, 0.000, 0.000, 0.000, -0.015, -0.002, 0.000, 0.000, 0.000, 0.000, 0.000, 0.000, 0.000, 0.000, 0.000, 0.000, 0.000, 0.000, 0.000, 0.000, 0.000, 0.000, 0.000, 0.000, 0.000, 0.000, 0.000, 0.000, 0.000, 0.000, 0.000, 0.000, 0.000, 0.000, 0.000, -0.011, -0.005, -0.002, 0.000, 0.000, -0.001, 0.000, 0.000, 0.000, 0.000, 0.000, 0.000, -0.010, -0.004, 0.000, -0.010, 0.000]}